This record from OMol25 describes C46H67AlIN10O2 as an isolated structure at a distorted geometry. The level of theory is wB97M-V/def2-TZVPD.

Structure (XYZ):
```
127
Properties=species:S:1:pos:R:3:forces:R:3
H -0.694 2.672 -5.394 0.09 0.05 0.17
N 1.469 5.825 -0.001 0.04 0.01 0.05
H -4.742 4.832 0.111 0.12 0.09 0.10
H 0.603 3.204 -1.425 0.02 -0.16 -0.37
H -0.573 -5.377 -2.430 -0.15 0.09 0.10
N 5.423 0.812 4.036 -1.16 1.50 -0.92
C 4.120 -1.533 5.782 -0.09 -0.04 -0.12
C 2.932 -3.304 6.499 0.06 -0.01 0.44
C 0.615 4.227 -4.455 0.23 0.28 0.23
H 8.124 -5.610 -0.946 -0.11 -0.12 0.10
H -2.027 4.954 -0.059 -0.15 0.09 0.05
Al 6.228 -0.399 1.385 0.05 0.69 0.02
H -6.827 6.942 -1.323 -0.13 0.09 0.11
N -11.542 -3.607 -3.481 -0.09 0.03 -0.07
H 2.026 0.800 -1.654 1.43 -1.62 0.82
C -4.080 5.470 0.682 0.23 -0.20 -0.26
N 0.476 3.348 -2.418 -0.03 0.01 0.04
C -2.998 -3.920 -0.700 0.14 0.25 0.20
N -7.039 8.433 0.193 -0.08 -0.01 -0.01
C 3.563 -2.736 7.583 -0.04 -0.17 0.22
C 10.070 -2.008 -0.551 0.35 -0.04 -0.65
C 7.078 -7.609 1.401 0.08 0.03 -0.02
C -2.626 -4.861 -1.689 0.26 -0.19 -0.23
H -1.266 6.690 1.589 -0.22 -0.03 -0.09
H -6.066 8.678 0.326 -0.31 -0.18 -0.03
C 2.808 0.062 -1.187 0.91 -0.96 1.95
C -1.841 -3.335 -0.235 0.05 0.11 0.00
C 5.459 0.286 -0.431 -0.32 1.15 -0.28
C 3.353 -4.499 1.182 1.52 1.11 -1.27
H -6.469 -5.701 -3.323 -0.10 0.17 0.01
N -2.239 6.445 1.457 -0.23 0.02 0.08
H -8.839 -2.062 -3.258 0.16 -0.06 -0.01
H 5.488 2.002 2.220 1.68 -0.93 0.71
H 3.790 1.986 -0.296 0.37 -2.10 0.20
C -0.271 2.550 -3.245 -0.12 -0.04 -0.06
H 0.188 -3.642 -0.782 -0.29 -0.07 -0.01
H -1.679 -2.574 0.517 -0.05 -0.14 -0.12
H -14.193 -1.887 -4.315 0.15 -0.11 0.03
C 2.102 -1.107 -0.220 -0.45 2.84 -1.16
H 3.454 -0.530 -1.964 -1.51 1.37 1.10
N 7.803 -6.535 0.954 -0.10 -0.19 -0.12
H 7.790 -2.078 -0.854 1.52 1.80 1.12
C 6.799 -7.416 -0.823 0.16 0.28 -0.18
H 0.155 5.103 1.522 0.22 0.00 0.03
H 2.471 -5.177 0.820 1.49 1.51 0.92
C 0.946 5.795 1.265 -0.05 -0.01 0.03
H 1.778 -0.545 0.753 0.82 -1.55 -1.56
H 3.559 -3.004 8.631 -0.01 0.00 -0.16
H 4.609 -0.737 5.236 0.08 -0.30 0.21
H 3.240 8.159 1.447 -0.11 -0.16 -0.06
O 2.612 -2.381 2.407 1.61 -2.27 -8.07
H -4.001 -3.694 -0.362 0.19 0.00 0.12
C 1.024 4.370 -3.148 -0.03 0.08 -0.13
H -5.454 6.638 2.009 0.14 -0.07 -0.03
H 5.063 1.745 4.396 0.45 -1.59 -0.19
C -8.044 -4.127 -3.600 0.14 -0.38 -0.02
H -14.155 -4.431 -5.263 0.14 0.07 0.10
H 8.571 -0.298 -0.965 -0.27 -2.15 1.37
H 7.267 1.506 2.907 -2.33 -0.17 0.03
H -10.254 8.626 0.746 0.18 -0.03 -0.04
O 3.130 -2.142 -0.038 -2.30 -1.24 3.25
C 3.284 -2.543 5.359 0.11 0.22 -0.11
C 2.453 6.776 -0.063 -0.01 0.05 0.03
H 8.948 -0.172 1.609 -1.28 -2.06 -0.65
H -6.529 -1.752 -1.850 -0.09 -0.14 -0.11
C -1.254 -4.822 -1.799 0.01 0.01 -0.05
H 1.410 6.967 3.060 0.05 -0.08 -0.16
H -8.801 -4.606 -4.206 0.17 0.05 0.01
C 7.634 -6.406 -0.400 0.07 0.01 0.07
H -0.786 1.680 -2.859 0.09 0.14 -0.09
H -3.288 -5.500 -2.260 0.15 0.04 0.06
H 4.536 0.323 3.716 1.39 0.71 0.45
H -9.542 6.819 -1.152 0.13 0.10 0.09
C 6.144 1.179 2.741 0.00 0.41 -0.78
H -10.648 -3.760 -3.033 -0.23 0.06 -0.13
C -9.251 8.399 0.407 0.09 0.26 0.28
C 6.446 -8.177 0.317 -0.03 -0.11 0.36
H 1.130 -1.459 -0.768 1.81 -0.09 1.01
C -2.708 5.510 0.572 0.00 0.06 0.03
H 10.754 -1.422 -1.331 -1.56 -1.09 1.59
H 2.996 6.952 -0.982 -0.06 -0.01 0.18
C -3.294 6.997 2.135 0.03 0.03 -0.08
H 6.090 1.235 -0.732 -1.05 -1.92 0.10
H 5.801 -9.045 0.344 0.10 0.14 0.02
C -8.094 8.984 0.872 -0.04 0.04 -0.01
C 2.553 7.367 1.177 0.15 0.04 -0.39
H -7.932 9.745 1.624 -0.06 -0.13 -0.13
C -8.063 -2.801 -3.105 0.12 0.31 0.23
C -13.397 -3.952 -4.656 0.17 -0.34 -0.05
H 3.826 -4.823 2.211 -1.35 0.83 -2.08
H 0.880 4.881 -5.276 -0.03 -0.11 0.16
N 4.288 -1.662 7.136 -0.07 0.01 0.06
I 8.460 -2.806 2.496 0.17 0.58 -0.44
H 5.387 -1.621 1.962 -0.24 -0.21 -0.02
C -6.904 -2.614 -2.386 0.01 -0.03 0.07
N -0.785 -3.886 -0.914 -0.26 -0.08 0.01
H 6.477 -7.585 -1.843 0.06 0.05 0.16
C 8.575 -1.326 -0.368 0.74 -0.29 0.39
H 7.074 -7.877 2.449 -0.03 0.04 -0.19
H 5.523 -0.560 -1.237 -0.26 1.80 1.15
H 2.963 -2.712 4.339 0.15 0.07 0.35
C 2.975 -2.880 1.224 -0.93 0.88 4.92
C 3.898 0.827 -0.175 0.40 -0.61 -0.09
H 8.372 -5.931 1.533 -0.25 0.01 -0.20
C -7.508 7.497 -0.692 0.01 0.00 -0.05
H 1.175 5.236 -0.770 0.09 0.35 0.34
H -11.883 -1.577 -2.907 -0.09 -0.14 -0.09
H 2.286 -4.172 6.526 0.09 0.11 0.03
H 9.916 -3.085 -1.024 0.60 2.08 1.29
C -8.880 7.458 -0.582 0.27 -0.18 -0.20
H 1.656 5.110 -2.676 -0.01 -0.11 -0.26
C -6.873 -4.709 -3.167 0.01 -0.02 0.08
C -13.417 -2.626 -4.162 0.15 0.30 0.19
C -12.258 -2.438 -3.443 -0.02 -0.01 0.02
H 4.857 -1.059 7.715 -0.22 -0.25 -0.30
C 8.197 -1.012 1.225 1.11 1.25 -2.03
H -11.823 -5.525 -4.379 -0.10 0.16 0.02
C -12.226 -4.533 -4.224 -0.03 -0.01 0.02
H -5.294 -3.936 -1.977 -0.23 0.10 -0.23
H -3.132 7.757 2.888 -0.05 -0.14 -0.12
C -4.451 6.412 1.671 0.02 0.30 0.25
C -0.205 3.075 -4.517 -0.13 -0.29 0.25
H 10.688 -2.043 0.466 -1.54 -0.13 -2.21
C 1.599 6.745 2.018 -0.32 -0.19 0.07
H 4.214 -4.597 0.361 -1.86 0.12 1.76
N -6.188 -3.782 -2.425 -0.19 0.02 -0.13
H 3.684 0.569 0.971 -0.09 0.60 -2.44
```
Forces are in eV/Å.

Computed properties:
- Orbital gap: 6.86 eV
- Charge: -1

=====

This record from OMol25 describes a 2-piece molecular cluster, C2H3F3O2 overall at a distorted geometry. The level of theory is wB97M-V/def2-TZVPD.

Structure (XYZ):
```
10
Properties=species:S:1:pos:R:3:forces:R:3
H -2.068 -0.808 0.308 1.48 0.42 0.37
F -1.445 0.523 -1.010 -0.33 0.33 1.29
H 1.169 1.307 -1.616 -0.34 -0.99 -2.06
F -1.204 0.783 1.262 -0.48 0.08 -0.60
C -1.201 -0.082 0.223 -0.12 0.00 -1.69
H 1.642 -1.197 1.385 0.42 0.04 -0.92
F 1.270 1.623 -0.789 0.63 2.23 2.22
O 0.837 -0.635 -1.028 -0.85 -0.72 1.45
O 0.727 -0.958 1.227 -0.93 0.36 0.67
C 0.273 -0.556 0.038 0.53 -1.74 -0.72
```
Forces are in eV/Å.

Computed properties:
- Orbital gap: 11.85 eV
- SMILES: O=C(O)C(F)F.F
- Energy relative to the best compared isomer or geometry (same formula, charge and spin): 33.1 kJ/mol

=====

This record from OMol25 describes C41H54N10O6PbS2Si2Te as an isolated structure at a distorted geometry. The level of theory is wB97M-V/def2-TZVPD.

Structure (XYZ):
```
117
Properties=species:S:1:pos:R:3:forces:R:3
H 1.110 -5.537 -1.188 -0.04 0.00 0.00
C -1.462 2.055 4.928 0.00 0.22 -0.03
H 5.725 2.055 0.332 -0.08 0.00 -0.07
H 3.988 0.071 -4.281 -0.01 -0.03 0.03
H -3.686 1.859 2.579 -0.06 0.07 -0.02
C -0.294 -5.265 1.254 0.06 0.22 -0.12
Pb 0.733 -2.309 0.151 0.04 -0.35 0.85
S 3.400 1.068 1.780 -0.29 -0.47 0.28
C -3.402 5.357 0.661 -0.09 0.30 -0.04
C -1.277 -7.912 1.713 0.00 0.09 0.00
H -2.866 -0.714 3.590 0.05 0.00 0.10
C 2.831 0.667 -0.735 -0.46 -0.23 0.37
H -1.524 -7.269 3.743 0.02 0.03 -0.03
C -0.724 -5.698 2.544 -0.05 0.08 0.03
C 4.537 0.531 -2.239 -0.02 -0.01 0.11
O -1.921 -0.544 -4.195 -0.08 0.35 -0.17
C 3.652 3.731 2.402 0.11 -0.18 0.04
H 4.964 7.305 1.297 -0.03 0.01 -0.01
C 2.250 -3.320 -3.086 -0.29 0.03 0.00
C 5.252 2.893 0.822 -0.03 -0.13 0.10
H -0.712 2.849 5.020 -0.07 -0.05 -0.01
N 0.936 -3.050 -3.371 0.14 0.04 0.32
C -1.119 3.752 1.699 0.41 -0.02 -0.02
H 6.102 6.714 0.202 -0.01 0.00 -0.03
H -0.676 4.662 1.277 -0.04 0.01 0.03
H 2.923 3.541 3.177 -0.14 -0.01 -0.09
C -4.441 -1.579 -1.179 -0.01 -0.05 -0.19
H -1.515 0.810 1.793 -0.01 -0.11 -0.07
C -0.859 -7.513 0.453 0.02 0.06 -0.07
H -1.198 3.934 2.779 -0.01 -0.03 -0.04
H 0.332 4.478 -5.480 -0.02 -0.03 0.02
H -1.696 -2.661 -4.864 0.02 -0.18 0.12
H 0.385 -0.231 6.128 0.03 -0.01 -0.04
H -0.889 -5.185 4.627 -0.02 0.02 -0.03
H -0.522 -5.000 -1.544 -0.01 -0.03 -0.01
H -2.329 2.460 4.400 0.04 -0.03 0.07
N 5.583 6.554 1.047 0.04 -0.14 0.09
H -3.363 5.971 1.567 0.00 -0.03 -0.08
C 0.061 -5.850 -1.176 0.04 -0.04 -0.04
H -1.656 -8.912 1.885 0.02 0.02 0.01
C -0.036 2.724 -2.605 0.02 -0.02 0.27
H -5.468 -1.374 -1.455 0.03 -0.01 0.00
H -0.961 0.789 -2.436 0.01 0.04 0.00
Te 0.549 2.375 1.494 -1.23 -0.21 -0.19
H 2.588 -3.505 -5.123 0.01 -0.01 0.01
C 5.124 5.264 1.265 0.07 0.09 0.01
H -4.173 2.613 -0.802 0.07 0.03 0.02
H -1.560 -1.824 4.053 -0.07 0.12 -0.01
C -3.102 2.644 -0.574 0.12 -0.18 -0.22
C -2.016 -0.851 4.268 -0.18 -0.21 -0.03
C -1.210 -2.748 -2.756 -0.54 -0.04 0.11
H 6.559 4.347 -0.046 -0.05 -0.02 0.02
C -0.531 0.740 2.257 0.46 0.22 0.10
H -0.906 -8.219 -0.373 0.02 0.05 0.00
H 1.268 -0.806 4.693 -0.06 0.05 0.08
O 2.484 1.170 2.920 0.12 0.15 -0.03
H 0.616 -3.188 -4.316 -0.04 -0.08 -0.08
Si -2.868 3.606 1.004 -0.03 -0.01 0.06
N 1.901 0.353 -1.654 -0.04 0.17 -0.31
H -1.780 1.791 5.942 0.02 0.06 -0.06
H 5.606 0.598 -2.420 -0.03 0.02 0.01
C 3.657 0.228 -3.265 0.11 0.03 -0.02
C 4.177 2.659 1.679 -0.13 0.25 -0.25
C -0.975 1.557 -4.440 -0.19 -0.41 -0.14
C -1.203 -6.984 2.744 0.03 0.05 0.11
H -4.021 3.486 3.191 -0.02 -0.07 -0.04
N 4.143 0.756 -0.995 0.00 0.09 0.06
S 2.980 -3.297 -1.598 0.04 0.03 -0.35
N 0.155 -3.991 1.104 -0.12 -0.37 0.02
H -2.594 3.127 -1.415 -0.07 -0.07 0.05
H 0.300 -4.215 3.714 -0.03 -0.03 0.00
N 2.331 0.864 0.548 1.12 0.48 -0.14
O 1.030 3.705 -0.699 -0.06 0.02 -0.45
H 3.932 -3.792 -4.081 -0.01 -0.03 -0.02
C 2.329 0.155 -2.895 -0.18 -0.03 0.16
N -1.814 -2.065 -0.505 -0.05 0.09 -0.15
C -4.020 -1.431 0.127 0.03 0.02 0.18
C -0.379 -6.232 0.206 0.05 0.10 0.04
C -3.534 -2.010 -2.138 -0.26 0.02 -0.09
H -2.702 -3.756 -3.915 0.02 0.00 -0.02
N 2.940 -3.676 -4.196 0.15 0.04 -0.06
H -2.733 1.616 -0.508 -0.08 0.07 -0.01
C -0.677 -4.705 3.669 -0.02 -0.04 0.03
H 3.706 5.838 2.779 0.03 -0.05 -0.03
C -2.224 -2.254 -1.757 0.29 -0.16 -0.28
C -1.690 -3.376 -4.035 -0.02 -0.02 -0.05
H -2.408 -0.889 5.292 0.04 -0.03 -0.13
O 4.407 0.056 1.849 0.13 -0.04 -0.19
C 0.302 2.829 -1.154 0.05 0.11 0.05
C 0.337 3.752 -3.458 0.04 0.07 -0.06
H 1.445 0.865 5.209 -0.04 -0.07 0.02
H -2.744 5.819 -0.083 -0.07 -0.01 0.06
H 0.866 4.600 -3.042 -0.01 -0.01 -0.03
N 0.019 -2.659 -2.433 0.41 0.07 -0.21
H -4.425 5.395 0.272 0.10 -0.01 0.05
H -3.841 -2.129 -3.169 0.00 0.01 0.12
C 4.118 5.016 2.201 -0.03 0.03 0.01
C -3.994 2.869 2.288 -0.14 -0.17 0.22
H -5.016 2.805 1.898 0.07 0.00 0.03
O -1.882 0.308 -6.171 -0.04 -0.09 -0.04
C 0.731 0.043 5.127 0.37 -0.06 -0.17
H -1.411 -3.906 3.506 0.05 -0.07 0.01
N -1.652 0.342 -4.983 0.31 0.62 0.27
C -0.623 2.567 -5.314 0.03 0.12 -0.20
H -2.299 -1.605 1.430 -0.03 -0.02 -0.07
C -0.701 1.609 -3.092 -0.04 -0.25 0.21
C -2.689 -1.689 0.419 0.09 -0.02 0.00
H 1.560 -0.082 -3.628 0.00 0.01 0.01
H -0.065 -6.688 -1.868 0.01 0.06 0.04
H -0.865 2.470 -6.363 0.02 0.03 0.03
H -4.702 -1.122 0.909 0.03 -0.02 -0.02
C 0.041 3.677 -4.813 -0.02 -0.04 0.02
C 5.718 4.177 0.619 0.03 0.02 -0.01
O -0.254 1.953 -0.354 0.49 0.07 0.19
Si -0.755 0.514 4.135 -0.26 0.11 0.14
H 0.007 -0.140 1.893 -0.06 0.04 -0.09
H -1.059 -4.227 -4.293 -0.03 -0.08 0.04
```
Forces are in eV/Å.

Computed properties:
- Orbital gap: 3.87 eV
- Energy relative to the best compared isomer or geometry (same formula, charge and spin): 361.7 kJ/mol

=====

This record from OMol25 describes a 3-piece molecular cluster, C5H16O2 overall at a distorted geometry. The level of theory is wB97M-V/def2-TZVPD.

Structure (XYZ):
```
23
Properties=species:S:1:pos:R:3:forces:R:3
H 1.891 -1.790 -1.008 -0.19 -0.15 -0.01
C 2.450 -0.255 0.338 0.56 0.63 -0.21
H 1.245 -1.977 0.630 0.03 -0.29 -0.04
H 3.432 -0.716 0.455 0.01 0.00 0.04
H 0.191 1.234 0.556 -0.25 0.12 0.08
H -0.664 -1.351 -0.780 0.31 -0.13 0.01
O -4.031 -0.617 0.018 -0.08 0.09 0.00
H 2.563 0.566 -0.379 0.06 -0.09 -0.05
O 1.237 2.478 -2.242 -0.24 -0.09 0.12
H 2.209 0.231 1.287 -0.22 -0.26 0.04
H 0.286 -0.100 -1.535 0.05 0.03 -0.09
H -1.252 -1.299 1.581 -0.12 -0.06 -0.19
H -4.936 -0.375 0.247 0.13 -0.03 -0.03
H -3.615 0.206 -0.259 -0.05 -0.07 0.04
C -0.487 0.389 0.415 0.09 -1.06 -0.60
C -0.781 -0.331 1.720 0.28 0.56 0.72
H -1.408 0.260 2.387 -0.18 0.04 -0.03
C 1.440 -1.262 -0.167 -0.29 0.15 0.51
H 0.418 2.140 -1.857 0.21 0.05 -0.03
H -1.413 0.705 -0.084 0.11 0.38 0.37
H 0.952 2.961 -3.023 0.03 0.04 -0.06
C 0.125 -0.612 -0.582 -0.22 0.27 -0.45
H 0.148 -0.485 2.281 -0.04 -0.13 -0.13
```
Forces are in eV/Å.

Computed properties:
- Orbital gap: 11.62 eV
- SMILES: CCCCC.O.O
- Energy relative to the best compared isomer or geometry (same formula, charge and spin): 34.8 kJ/mol

=====

E_HOMO, record by record: -0.1889, -0.4154, -0.1878, -0.4042 Eh